The following is a DFT calculation (the ωB97M-V functional and the def2-TZVPD basis) of a cluster of 4 separate species, CH9O3S in total in a non-equilibrium geometry.

Cartesian coordinates (Å):
1 C 2.60448 -0.38674 -0.34108
2 S 1.84135 1.30698 -0.15515
3 H 2.36596 -0.83426 -1.37279
4 H 2.49554 -1.16096 0.54370
5 H 3.88272 -0.00644 -0.38535
6 H -0.53671 -0.63421 1.92352
7 H 0.30152 0.78036 1.41641
8 O -0.62498 0.28727 1.76607
9 H -0.31501 0.17467 -2.31809
10 H -1.66182 -0.49732 -1.93735
11 O -1.21437 0.05579 -2.57860
12 H -3.29060 -0.06360 1.84493
13 H -2.49905 0.74758 0.68388
14 O -3.34904 0.23087 0.90988

Forces on the atoms, in the same order (eV/Å):
2.86 0.60 0.08
0.45 -1.72 -0.06
0.42 0.68 1.69
0.02 1.85 -1.84
-3.79 -1.39 0.10
0.79 -1.12 -0.01
-3.24 -2.51 1.42
2.65 3.67 -1.41
0.77 -0.02 0.49
0.12 -0.07 0.28
-0.92 0.12 -0.71
0.36 0.59 -1.03
-1.87 -1.45 1.14
1.36 0.78 -0.14

For the maximum force, the calculation gives 4.7 eV/Å. For the energy relative to the best compared isomer or geometry (same formula, charge and spin), the calculation gives 1.537 eV. The HOMO-LUMO gap (alpha / beta) comes out at 10.59 / 7.15 eV. The spin multiplicity is 2. Its HOMO energy (alpha / beta) is -10.35 / -9.97 eV.



The following is a DFT calculation (the ωB97M-V functional and the def2-TZVPD basis) of a structure of composition CHAuF3NO3S2 in a non-equilibrium geometry.

Cartesian coordinates (Å):
1 Au 0.52555 -0.26659 -0.55624
2 N -0.73608 -1.09969 -2.18260
3 S -1.86715 -0.00530 -1.59916
4 O -2.95321 -0.89584 -1.00802
5 O -1.10605 0.60703 -0.34193
6 S 0.68702 -0.72216 -3.00071
7 O 1.95406 -0.96836 -1.98756
8 C 0.69241 0.75362 2.11397
9 F 0.71351 -0.40533 1.33813
10 F 1.83913 0.75141 2.76856
11 F -0.30300 0.60075 2.96838
12 H 0.55380 1.65044 1.48718

Forces on the atoms, in the same order (eV/Å):
4.50 -1.70 -4.88
2.35 -0.87 -1.00
-5.57 -0.34 0.96
2.74 1.86 -1.66
-3.70 1.82 0.59
0.91 -0.79 0.91
-2.12 0.06 -1.95
-0.30 0.38 1.05
0.90 -0.17 6.19
0.05 0.19 -0.10
0.14 0.08 -0.19
0.09 -0.53 0.08

For the maximum force, the calculation gives 6.9 eV/Å. The HOMO-LUMO gap (alpha / beta) comes out at 9.20 / 7.18 eV. The spin multiplicity is 3. Its HOMO energy (alpha / beta) is -9.29 / -9.34 eV.



The following is a DFT calculation (the ωB97M-V functional and the def2-TZVPD basis) of a structure of composition CHBr2FS in a non-equilibrium geometry.

Cartesian coordinates (Å):
1 C 1.22540 -0.26140 0.64272
2 F 1.10572 -0.34537 2.01370
3 S -2.07928 1.32256 -0.96261
4 Br 1.11563 -1.95947 -0.21302
5 Br 0.26724 1.05066 -0.15633
6 H -1.63471 0.19302 -1.32446

Forces on the atoms, in the same order (eV/Å):
0.72 -2.21 2.14
0.14 0.23 -1.81
-2.61 2.07 0.02
0.18 0.40 0.39
1.41 1.57 0.30
0.15 -2.06 -1.04

For the maximum force, the calculation gives 3.3 eV/Å. For the energy relative to the best compared isomer or geometry (same formula, charge and spin), the calculation gives 1.046 eV. The HOMO-LUMO gap (alpha / beta) comes out at 8.60 / 6.92 eV. The spin multiplicity is 3. Its HOMO energy (alpha / beta) is -8.22 / -9.63 eV.



The following is a DFT calculation (the ωB97M-V functional and the def2-TZVPD basis) of a cluster of 2 separate species, CHBr2NO2 in total in a non-equilibrium geometry.

Cartesian coordinates (Å):
1 N 1.37295 -0.68226 -0.62266
2 C 0.66453 -1.56053 -0.52850
3 Br -0.55368 -2.83413 -0.30915
4 O 0.16346 1.99302 0.26087
5 O -1.06574 1.28966 -0.00535
6 Br -1.49876 0.11320 1.35715
7 H 0.91724 1.68104 -0.15236

Forces on the atoms, in the same order (eV/Å):
1.49 1.63 -0.27
-1.30 -1.29 0.24
-0.06 -0.53 -0.15
-3.87 2.32 2.72
1.61 0.01 -0.34
0.21 0.53 -0.04
1.92 -2.66 -2.16

For the maximum force, the calculation gives 5.3 eV/Å. For the energy relative to the best compared isomer or geometry (same formula, charge and spin), the calculation gives 1.866 eV. Its SMILES is N#CBr.OOBr. The HOMO-LUMO gap comes out at 9.45 eV. Its HOMO energy is -10.25 eV.



The following is a DFT calculation (the ωB97M-V functional and the def2-TZVPD basis) of a structure of composition CHBrCl3Mg in a non-equilibrium geometry.

Cartesian coordinates (Å):
1 Mg -0.31329 -0.61592 4.61710
2 Br -0.17721 0.36561 2.48355
3 C 0.09709 0.00375 -1.32940
4 Cl -1.56646 0.33208 -1.78826
5 Cl 1.01276 1.48630 -1.09166
6 Cl 0.87443 -1.03022 -2.49491
7 H 0.07268 -0.54160 -0.39642

Forces on the atoms, in the same order (eV/Å):
0.06 0.48 -1.04
-0.06 -0.44 1.02
-0.09 -0.13 0.13
-0.17 0.13 0.00
0.01 0.15 0.13
0.23 -0.26 -0.36
0.02 0.08 0.11

For the maximum force, the calculation gives 1.1 eV/Å. Its total charge is +1. For the energy relative to the best compared isomer or geometry (same formula, charge and spin), the calculation gives 0.000 eV. The HOMO-LUMO gap comes out at 5.07 eV. Its HOMO energy is -13.14 eV.



The following is a DFT calculation (the ωB97M-V functional and the def2-TZVPD basis) of a cluster of 2 separate species, CHBrF2 in total in a non-equilibrium geometry.

Cartesian coordinates (Å):
1 C -0.10680 0.16790 -0.01100
2 F -0.24099 0.87668 1.09660
3 F -0.12969 0.94133 -1.03902
4 Br 1.46174 -0.96275 -0.03803
5 H -0.98426 -1.02316 -0.00855

Forces on the atoms, in the same order (eV/Å):
-2.33 -5.64 1.08
0.06 0.02 0.06
-0.41 0.81 -1.13
0.92 0.35 0.18
1.75 4.46 -0.19

For the maximum force, the calculation gives 6.2 eV/Å. For the energy relative to the best compared isomer or geometry (same formula, charge and spin), the calculation gives 1.316 eV. The HOMO-LUMO gap comes out at 11.12 eV. Its HOMO energy is -10.52 eV.